50
Properties=species:S:1:pos:R:3:forces:R:3 method="wB97M-V/def2-TZVPD" spin_multiplicity=1 homo_lumo_gap_ev=3.9 total_energy_ev=-36966.82650 relative_energy_kj_mol=132.9 total_charge=+2
Ag 19.56405 -14.39092 2.16161 0.2 0.4 -0.3
Ag 17.55935 -12.70705 -0.06493 0.6 0.4 0.6
Ag 21.03622 -10.46595 -0.00646 -0.4 -0.5 0.5
C 19.71396 -11.70031 2.63958 -1.3 1.9 0.1
O 19.65388 -12.14154 1.26343 -0.4 -1.1 -0.4
H 18.75592 -11.36339 3.06319 -0.2 -0.6 -0.4
H 20.05641 -12.40272 3.41159 0.7 -0.1 -0.4
H 20.20383 -10.72099 2.65311 0.8 -0.4 0.5
C 22.43989 -13.54692 7.30140 1.2 -0.6 0.6
C 22.15155 -12.09193 7.72711 -1.0 -1.6 -1.6
C 23.36414 -11.32429 8.19847 -0.2 -0.9 -0.5
O 24.00765 -12.09241 9.18977 0.4 1.5 -0.8
C 25.27045 -11.49267 9.59579 -1.2 -1.5 1.4
N 21.63772 -11.42710 6.50602 0.2 1.1 -0.1
H 23.26306 -13.61699 6.57884 -0.2 0.4 -0.3
H 21.55890 -14.04695 6.89483 -0.1 0.2 -0.1
H 22.83406 -14.21706 8.07285 -0.4 0.4 0.4
H 21.27347 -12.15036 8.37407 0.5 0.4 0.6
H 23.04371 -10.29539 8.40045 0.3 0.0 0.8
H 24.04255 -11.25742 7.33284 0.0 0.1 -0.1
H 25.70843 -12.37212 10.07141 0.6 0.5 0.2
H 25.00831 -10.76598 10.36465 0.5 0.3 -0.1
H 25.95046 -11.10011 8.84170 -0.5 0.0 -0.4
H 20.90792 -11.97808 6.07547 0.0 -0.2 0.1
H 22.41026 -11.35575 5.84849 -0.1 -0.1 -0.1
C 15.08085 -9.98755 6.02475 0.1 1.0 0.7
C 15.62369 -9.71355 4.64883 -1.4 0.2 -1.6
C 15.61134 -8.22611 4.25161 0.0 0.1 1.8
O 16.01509 -8.05796 2.91783 -0.9 -0.1 -0.2
C 15.73255 -6.75263 2.41849 0.8 0.4 -0.4
N 16.93667 -10.30414 4.49642 1.9 0.3 -0.4
H 14.99836 -11.03150 6.31430 0.3 -0.1 -0.3
H 14.09102 -9.54273 6.14932 0.0 0.0 -0.1
H 15.74498 -9.47712 6.73177 -0.1 -0.2 0.2
H 14.91348 -10.14639 3.92936 0.3 -0.4 -0.1
H 16.25077 -7.67417 4.96258 0.5 -0.1 -0.4
H 14.64476 -7.76815 4.49529 -0.4 -0.3 -0.6
H 15.36019 -6.07311 3.18419 0.3 0.0 0.2
H 15.01812 -6.65862 1.59505 -0.2 -0.9 0.1
H 16.68802 -6.42013 2.00698 -0.1 0.5 0.2
H 17.59326 -9.57116 4.79800 -0.1 -0.3 0.8
H 17.27911 -10.30358 3.53316 -1.1 0.0 -0.2
C 19.89819 -8.09337 4.76943 -0.5 0.3 -1.1
O 18.95102 -7.33188 4.63846 0.6 -0.3 0.1
N 20.72045 -8.43111 3.68226 -0.1 -0.7 0.0
N 20.25857 -8.69399 5.91507 -0.5 0.6 1.1
H 20.61627 -7.82995 2.88115 0.1 0.3 0.2
H 21.66073 -8.64340 3.97461 0.2 0.2 -0.3
H 20.67322 -9.61090 6.04185 0.3 0.0 0.0
H 19.76992 -8.27595 6.69624 0.1 -0.5 0.1


44
Properties=species:S:1:pos:R:3:forces:R:3 method="wB97M-V/def2-TZVPD" spin_multiplicity=1 homo_lumo_gap_ev=10.2 total_energy_ev=-20517.51951 relative_energy_kj_mol=51.6 smiles=COC[C@H](C)N.CCO.CCO.CCO
C 0.03307 1.74079 -2.47874 0.7 0.0 -0.6
O -1.06345 1.16086 -1.80182 -0.6 0.8 -0.4
C -2.32060 1.86363 -2.06299 1.4 1.3 1.3
C -3.38318 1.54006 -1.01771 -1.2 -1.6 -0.9
C -4.25866 0.36735 -1.56081 -0.2 1.2 0.5
N -4.18888 2.73144 -0.64038 0.7 -0.5 0.2
H 0.59967 2.48638 -1.92091 -0.6 0.4 0.4
H -0.23578 2.15983 -3.44838 -0.4 0.2 0.0
H 0.82309 1.03570 -2.73724 -0.4 -0.8 0.2
H -2.13655 2.92437 -1.89249 0.3 0.3 -0.1
H -2.59157 1.78507 -3.11584 -0.3 -0.6 0.0
H -2.95146 1.12369 -0.10757 0.5 0.6 0.0
H -4.97078 0.09298 -0.78254 0.0 -0.3 0.0
H -3.67223 -0.49689 -1.87272 0.0 0.1 -0.1
H -4.84122 0.81649 -2.36517 0.0 -0.4 -0.4
H -4.80142 2.44349 0.10928 0.0 0.1 0.3
H -4.81767 3.06415 -1.35734 0.1 -0.2 -0.5
C 0.64993 -1.09600 0.36611 1.4 -0.2 1.3
C 0.20320 -1.81257 -0.88638 -0.6 1.7 0.5
O -1.16952 -1.36032 -1.14477 1.2 -2.2 0.1
H -0.14091 -0.78129 1.04702 -0.2 0.4 -0.5
H 1.36095 -0.32230 0.07635 -0.5 0.7 0.3
H 1.26468 -1.69017 1.04222 0.2 -0.6 -0.1
H 0.42097 -2.87431 -0.77075 -1.0 -0.1 -0.5
H 0.84901 -1.36550 -1.64213 0.0 -0.7 -0.6
H -1.05090 -0.41081 -1.06760 -0.4 0.4 -0.3
C 0.45566 -1.73696 4.48358 -1.3 -1.4 0.0
C -0.80764 -2.68856 4.69026 1.5 1.6 0.3
O -0.65322 -3.42929 5.92439 0.2 0.5 -1.1
H 0.43346 -1.03426 5.31654 0.5 0.0 -0.1
H 0.32937 -1.21432 3.53543 -0.2 0.2 0.1
H 1.38276 -2.30014 4.37684 0.0 0.0 0.5
H -0.97409 -3.26850 3.78248 0.1 -0.5 0.3
H -1.59892 -1.94184 4.75630 -0.6 -0.4 0.2
H -1.43220 -3.96471 6.09207 -0.1 0.0 -0.2
C 5.35127 1.09434 -1.98463 -0.6 -0.5 -0.8
C 4.62398 0.24617 -0.91350 1.1 -0.1 -0.5
O 5.24530 0.33407 0.34815 -0.1 0.7 0.5
H 5.39832 2.18041 -1.90506 0.0 0.0 0.9
H 4.82248 1.01430 -2.93440 -0.2 -0.4 -0.2
H 6.34782 0.70281 -2.18883 0.1 0.1 0.3
H 4.78622 -0.81179 -1.11961 -0.4 0.0 -0.6
H 3.55443 0.44424 -0.84331 -0.1 0.1 -0.1
H 5.12523 1.24792 0.61659 0.2 0.1 0.4


44
Properties=species:S:1:pos:R:3:forces:R:3 method="wB97M-V/def2-TZVPD" spin_multiplicity=1 homo_lumo_gap_ev=5.6 total_energy_ev=-21075.14941 relative_energy_kj_mol=106.6 total_charge=-1
C 0.15184 -0.93273 0.07499 0.1 -0.4 -1.2
C 0.76138 -0.04663 -1.03288 -0.8 2.2 0.6
O 0.16399 1.21518 -1.21360 0.4 -1.9 0.0
H 0.53536 -1.94137 -0.07884 0.2 -0.3 0.0
H -0.92325 -1.00637 -0.08885 -0.2 0.3 0.6
H 0.49987 -0.62921 1.06233 -0.6 0.3 0.1
H 0.83922 -0.57035 -1.98564 -0.1 -0.8 -0.4
H 1.78381 0.01973 -0.66094 1.1 0.3 -0.1
C -0.45192 0.72490 3.49483 0.5 -1.6 -0.1
C 0.64594 1.70093 3.08875 -1.2 -0.2 1.4
O -0.05671 2.89584 2.74329 0.8 0.4 -0.8
H -0.11349 -0.30104 3.63979 0.6 -0.3 -0.3
H -1.17069 0.64546 2.67926 -0.2 0.3 0.2
H -0.89924 0.86702 4.47861 -0.3 0.9 -0.2
H 1.28693 1.28211 2.31298 -0.5 0.6 -0.5
H 1.29216 1.89979 3.94370 0.3 0.0 0.1
H -0.31072 3.35011 3.54996 0.1 -0.2 0.1
C 3.94310 2.97216 -0.61826 -0.1 0.8 -1.1
C 4.31080 4.26994 -1.38549 0.0 0.0 0.2
O 3.19232 5.08762 -1.50613 -2.3 0.7 0.1
H 4.83418 2.34582 -0.57619 0.0 0.0 0.6
H 3.17342 2.38636 -1.12077 -0.1 0.2 -0.4
H 3.46318 3.24385 0.32193 0.6 -0.1 0.3
H 4.62077 4.14167 -2.42259 0.7 -0.8 0.1
H 5.03486 4.88513 -0.85128 0.7 -0.6 0.2
H 3.36592 6.03146 -1.48120 0.4 -0.3 0.0
C -1.32773 -4.14559 0.46858 -0.6 -0.4 -1.2
C -2.45808 -4.22733 1.46338 0.8 0.9 1.5
O -3.54707 -4.96054 0.99060 -0.8 -0.6 -0.9
H -1.57761 -3.49645 -0.37063 -0.2 0.2 0.1
H -1.28299 -5.13163 0.00616 0.4 -0.2 0.1
H -0.33194 -3.82725 0.77708 -0.3 -0.1 0.6
H -2.83480 -3.25445 1.77911 0.3 0.5 -0.2
H -2.13803 -4.70032 2.39179 0.5 -0.1 0.2
H -4.26106 -4.77637 1.60533 -0.2 -0.2 -0.2
C -2.39179 -1.64173 -2.92978 0.6 0.9 1.3
C -2.55124 -0.08111 -2.74822 -0.8 -0.6 -0.4
O -1.57415 0.58807 -3.49974 -0.7 -0.4 -0.4
H -1.67150 -1.86505 -2.14276 0.5 -0.3 -0.2
H -1.93758 -1.90633 -3.88465 -0.2 0.2 0.0
H -3.19978 -2.32281 -2.66258 -0.6 0.4 -0.3
H -2.53186 0.23051 -1.70390 0.7 -0.4 0.3
H -3.53420 0.31754 -2.99919 -0.3 -0.3 -0.9
H -0.82171 0.66335 -2.90834 1.0 0.8 1.0